{"formula": "CH4N2O2", "method": "ωB97M-V with the def2-TZVPD basis set", "spin_multiplicity": 3, "e_homo_ev": [-5.93, -10.75], "charge": 0, "species": ["C", "N", "N", "O", "O", "H", "H", "H", "H"], "positions_angstrom": [[-0.274, -0.625, -0.136], [0.573, -1.062, -1.056], [0.186, 1.366, 0.297], [-1.336, -1.006, 0.353], [-0.606, 1.553, 1.460], [1.553, -0.888, -1.067], [0.271, -1.977, -1.526], [1.109, 1.360, 0.666], [-1.475, 1.280, 1.010]]}

{"formula": "C4H12N4", "method": "ωB97M-V with the def2-TZVPD basis set", "spin_multiplicity": 1, "e_homo_ev": [-7.59, -8.20], "charge": 0, "species": ["C", "C", "C", "C", "N", "N", "N", "N", "H", "H", "H", "H", "H", "H", "H", "H", "H", "H", "H", "H"], "positions_angstrom": [[0.302, -1.057, -1.110], [-0.414, -0.048, -0.036], [-1.119, 1.188, -0.578], [-1.176, -0.836, 1.064], [1.258, -1.722, -0.314], [1.618, -0.779, 0.782], [0.841, 0.294, 0.864], [1.807, 1.868, -0.179], [-0.493, -1.664, -1.627], [0.788, -0.409, -1.831], [-1.484, 1.008, -1.541], [-0.383, 1.981, -0.652], [-1.889, 1.416, 0.096], [-1.589, -0.141, 1.857], [-0.458, -1.499, 1.494], [-1.854, -1.500, 0.732], [0.889, -2.483, 0.123], [2.570, -0.584, 0.964], [2.591, 1.380, -0.364], [1.878, 2.263, 0.770]]}

{"formula": "C3H6NOS", "method": "ωB97M-V with the def2-TZVPD basis set", "spin_multiplicity": 1, "smiles": "O=CNCC[S-]", "e_homo_ev": -2.92, "charge": -1, "species": ["O", "C", "N", "C", "C", "S", "H", "H", "H", "H", "H", "H"], "positions_angstrom": [[-1.979, 2.053, -0.945], [-1.874, 0.980, -0.355], [-0.736, 0.412, 0.007], [0.632, 0.665, -0.416], [1.346, -0.695, -0.499], [1.242, -1.612, 1.066], [-2.757, 0.438, -0.005], [-0.718, -0.456, 0.562], [0.641, 1.225, -1.356], [1.146, 1.245, 0.359], [0.905, -1.261, -1.324], [2.395, -0.542, -0.788]]}

{"formula": "C9H11I3", "method": "ωB97M-V with the def2-TZVPD basis set", "spin_multiplicity": 1, "e_homo_ev": -8.81, "charge": 0, "species": ["C", "C", "C", "C", "C", "C", "C", "C", "C", "I", "I", "I", "H", "H", "H", "H", "H", "H", "H", "H", "H", "H", "H"], "positions_angstrom": [[-1.958, -2.425, 2.832], [0.171, 0.032, 1.271], [-0.955, -0.157, 2.237], [-0.328, 0.346, -0.174], [0.197, -0.195, -1.255], [-1.543, -1.294, 2.480], [1.158, 0.334, -3.405], [-0.131, 0.229, -2.667], [1.119, 1.305, 1.622], [-0.195, 3.146, 1.474], [1.890, 1.282, 3.577], [2.758, 1.292, 0.252], [-1.748, -2.854, 3.826], [-2.911, -2.816, 2.421], [0.978, -0.771, 1.171], [-1.282, 0.706, 2.573], [-0.924, 1.211, -0.359], [0.883, -1.067, -1.251], [0.890, 0.865, -4.282], [1.875, 0.896, -2.834], [1.528, -0.612, -3.612], [-0.719, 1.131, -2.717], [-0.752, -0.583, -3.179]]}

{"formula": "C41H82O17", "method": "ωB97M-V with the def2-TZVPD basis set", "spin_multiplicity": 1, "smiles": "COC(=O)OC.COC(=O)OC.COC(=O)OC.C1CCOC1.C1CCOC1.C1CCOC1.C1CCOC1.C1CCOC1.C1CCOC1.C1CCOC1.C1CCOC1", "e_homo_ev": -9.19, "charge": 0, "species": ["C", "C", "C", "O", "C", "H", "H", "H", "H", "H", "H", "H", "H", "C", "C", "C", "O", "C", "H", "H", "H", "H", "H", "H", "H", "H", "C", "C", "C", "O", "C", "H", "H", "H", "H", "H", "H", "H", "H", "C", "C", "C", "O", "C", "H", "H", "H", "H", "H", "H", "H", "H", "C", "C", "C", "O", "C", "H", "H", "H", "H", "H", "H", "H", "H", "C", "C", "C", "O", "C", "H", "H", "H", "H", "H", "H", "H", "H", "C", "C", "C", "O", "C", "H", "H", "H", "H", "H", "H", "H", "H", "C", "C", "C", "O", "C", "H", "H", "H", "H", "H", "H", "H", "H", "C", "O", "C", "O", "O", "C", "H", "H", "H", "H", "H", "H", "C", "O", "C", "O", "O", "C", "H", "H", "H", "H", "H", "H", "C", "O", "C", "O", "O", "C", "H", "H", "H", "H", "H", "H"], "positions_angstrom": [[-4.000, 0.305, 2.263], [-3.468, -0.638, 3.298], [-4.175, -0.248, 4.584], [-5.509, 0.056, 4.034], [-5.481, 0.390, 2.655], [-3.751, -0.102, 1.280], [-3.585, 1.317, 2.285], [-2.378, -0.605, 3.315], [-3.827, -1.623, 2.992], [-3.915, 0.677, 5.096], [-4.361, -1.111, 5.219], [-5.896, 1.375, 2.428], [-6.075, -0.337, 2.090], [-3.254, 6.876, -2.975], [-2.048, 6.753, -2.025], [-1.782, 5.218, -1.965], [-2.931, 4.552, -2.523], [-3.596, 5.454, -3.384], [-2.861, 7.395, -3.853], [-4.048, 7.487, -2.555], [-2.335, 7.105, -1.033], [-1.155, 7.319, -2.281], [-1.740, 4.930, -0.917], [-0.872, 4.982, -2.518], [-4.660, 5.238, -3.239], [-3.368, 5.275, -4.441], [2.627, -0.558, 5.373], [2.909, 0.874, 5.832], [1.562, 1.315, 6.428], [0.660, 0.224, 6.233], [1.421, -0.976, 6.201], [3.546, -1.136, 5.469], [2.302, -0.482, 4.336], [3.246, 1.510, 5.016], [3.674, 0.831, 6.609], [1.257, 2.299, 6.078], [1.644, 1.390, 7.520], [0.877, -1.784, 5.716], [1.534, -1.220, 7.268], [3.031, -1.726, -2.955], [3.632, -0.660, -2.122], [3.646, -1.395, -0.756], [2.702, -2.448, -0.823], [2.038, -2.474, -2.106], [3.710, -2.393, -3.488], [2.484, -1.268, -3.793], [2.967, 0.203, -2.069], [4.678, -0.422, -2.305], [3.522, -0.722, 0.097], [4.626, -1.868, -0.616], [1.073, -1.965, -1.999], [1.775, -3.449, -2.518], [-1.189, -5.062, -1.725], [-1.466, -3.516, -1.604], [-1.159, -3.273, -0.113], [-1.552, -4.482, 0.517], [-0.952, -5.479, -0.277], [-0.314, -5.276, -2.335], [-2.076, -5.574, -2.097], [-2.479, -3.251, -1.904], [-0.835, -2.946, -2.286], [-1.840, -2.537, 0.317], [-0.134, -2.925, 0.035], [-1.399, -6.443, -0.036], [0.123, -5.476, -0.049], [6.348, -3.737, 2.899], [4.985, -2.971, 2.850], [4.251, -4.053, 2.072], [5.090, -4.321, 0.976], [6.410, -4.464, 1.518], [6.329, -4.420, 3.746], [7.089, -2.953, 3.069], [5.130, -2.071, 2.254], [4.668, -2.728, 3.860], [3.290, -3.734, 1.661], [4.035, -4.916, 2.712], [7.143, -4.046, 0.831], [6.610, -5.524, 1.693], [-1.578, -4.101, 4.382], [-0.444, -5.072, 4.664], [0.632, -4.728, 3.627], [0.489, -3.339, 3.467], [-0.827, -2.910, 3.787], [-2.032, -3.785, 5.323], [-2.356, -4.558, 3.775], [-0.849, -6.085, 4.714], [0.006, -4.939, 5.654], [0.415, -5.348, 2.746], [1.629, -5.015, 3.959], [-1.299, -2.527, 2.878], [-0.746, -2.069, 4.480], [0.636, 1.469, -4.474], [0.352, 2.923, -4.754], [0.913, 3.203, -6.144], [2.104, 2.385, -6.158], [1.953, 1.293, -5.258], [-0.205, 0.900, -4.875], [0.743, 1.277, -3.407], [0.834, 3.569, -4.017], [-0.725, 3.122, -4.719], [1.076, 4.268, -6.290], [0.334, 2.749, -6.955], [2.763, 1.364, -4.529], [1.935, 0.303, -5.718], [2.513, 3.992, -1.256], [1.888, 5.209, -0.812], [1.790, 6.187, -1.696], [1.949, 6.113, -2.891], [1.670, 7.345, -1.041], [1.616, 8.538, -1.797], [1.775, 3.194, -1.194], [3.315, 3.794, -0.550], [2.886, 4.017, -2.277], [0.910, 8.512, -2.626], [2.619, 8.738, -2.179], [1.368, 9.360, -1.131], [1.029, -0.815, 1.721], [-0.155, -0.435, 1.023], [-0.168, 0.645, 0.228], [0.670, 1.506, 0.139], [-1.333, 0.612, -0.380], [-1.749, 1.682, -1.226], [0.669, -1.147, 2.690], [1.769, -0.032, 1.879], [1.451, -1.670, 1.193], [-1.993, 2.546, -0.612], [-2.647, 1.322, -1.722], [-1.084, 1.974, -2.038], [-4.371, 1.306, -4.911], [-5.322, 0.286, -4.754], [-5.046, -0.663, -3.871], [-4.198, -0.574, -3.020], [-5.818, -1.718, -4.110], [-5.453, -2.892, -3.387], [-4.477, 1.766, -5.893], [-3.319, 1.019, -4.843], [-4.452, 2.118, -4.183], [-4.548, -3.402, -3.720], [-6.255, -3.587, -3.640], [-5.430, -2.756, -2.309]]}

{"formula": "C15H21BO6", "method": "ωB97M-V with the def2-TZVPD basis set", "spin_multiplicity": 1, "e_homo_ev": -7.26, "charge": 0, "species": ["C", "C", "C", "C", "C", "C", "C", "C", "C", "H", "H", "H", "H", "H", "H", "H", "H", "H", "H", "H", "C", "C", "O", "B", "H", "O", "C", "C", "O", "O", "C", "C", "O", "O", "H", "H", "H", "H", "H", "H", "H", "H", "H"], "positions_angstrom": [[-2.031, -2.748, 6.222], [-1.224, -1.896, 7.136], [-1.982, -0.964, 8.014], [0.170, -1.964, 7.157], [0.962, -1.035, 7.900], [2.331, -1.037, 7.814], [2.987, -1.964, 7.019], [2.257, -2.917, 6.325], [0.887, -2.927, 6.384], [-1.646, -2.716, 5.203], [-2.051, -3.785, 6.552], [-3.065, -2.407, 6.174], [-1.474, -0.008, 8.133], [-2.961, -0.741, 7.589], [-2.143, -1.404, 8.999], [0.484, -0.311, 8.537], [2.909, -0.319, 8.376], [4.063, -1.952, 6.952], [2.775, -3.651, 5.731], [0.341, -3.697, 5.869], [0.463, 3.933, 7.763], [-0.192, 2.944, 6.863], [-1.449, 3.232, 6.483], [-1.995, 2.331, 5.508], [-1.770, 1.205, 5.926], [-3.423, 2.439, 5.396], [-4.092, 2.005, 6.478], [-5.562, 2.236, 6.477], [-3.573, 1.468, 7.430], [-1.332, 2.411, 4.238], [-1.552, 1.326, 3.474], [-0.997, 1.370, 2.092], [-2.171, 0.352, 3.838], [0.420, 1.963, 6.506], [-0.283, 4.616, 8.172], [0.965, 3.415, 8.581], [1.203, 4.515, 7.212], [-5.902, 2.469, 5.467], [-6.079, 1.346, 6.836], [-5.812, 3.071, 7.131], [-0.265, 2.173, 2.007], [-0.519, 0.419, 1.857], [-1.796, 1.546, 1.370]]}

{"formula": "C3N3O2P", "method": "ωB97M-V with the def2-TZVPD basis set", "spin_multiplicity": 1, "e_homo_ev": [-10.82, -10.82], "charge": 0, "species": ["C", "C", "C", "N", "N", "N", "O", "O", "P"], "positions_angstrom": [[-0.902, -0.972, -1.701], [0.310, -0.944, 1.496], [1.179, 1.491, 0.033], [-0.669, -1.860, -2.414], [0.594, -1.986, 1.869], [2.060, 1.763, -0.623], [-0.999, 1.708, 1.607], [-1.358, 0.061, -1.155], [-0.214, 0.739, 0.888]]}

{"formula": "C10H25GaN3O2S2", "method": "ωB97M-V with the def2-TZVPD basis set", "spin_multiplicity": 1, "e_homo_ev": -16.40, "charge": 3, "species": ["Ga", "S", "S", "C", "C", "C", "N", "C", "C", "H", "H", "H", "H", "H", "H", "H", "H", "C", "H", "H", "H", "H", "H", "H", "H", "C", "C", "H", "H", "H", "H", "C", "O", "C", "O", "N", "N", "H", "H", "H", "H", "H", "H"], "positions_angstrom": [[-0.556, 0.031, 0.098], [-1.003, 2.318, -0.036], [-0.904, -2.272, 0.089], [-2.859, 2.316, -0.132], [-0.618, 2.419, -1.857], [-1.049, 1.197, -2.642], [-0.461, -0.027, -2.022], [-0.991, -1.309, -2.575], [-0.510, -2.464, -1.720], [0.464, 2.586, -1.922], [-1.135, 3.322, -2.198], [-0.687, 1.268, -3.678], [-2.141, 1.097, -2.670], [-0.618, -1.422, -3.604], [-2.086, -1.259, -2.613], [0.579, -2.587, -1.776], [-0.988, -3.406, -2.006], [-2.758, -2.353, -0.002], [0.552, -0.008, -2.203], [-3.202, -1.566, -0.625], [-3.144, -2.284, 1.024], [-3.005, -3.343, -0.407], [-3.243, 2.295, 0.896], [-3.265, 1.471, -0.703], [-3.151, 3.266, -0.599], [5.096, 0.242, -1.604], [5.180, 0.298, -0.265], [5.042, 1.151, -2.213], [5.104, -0.715, -2.139], [5.199, 1.256, 0.267], [5.255, -0.611, 0.342], [1.845, -0.224, 4.542], [2.091, -0.101, 3.109], [1.025, -0.021, 2.366], [1.141, 0.064, 1.084], [-0.162, -0.042, 2.954], [-1.352, 0.056, 2.128], [1.313, 0.657, 4.937], [2.836, -0.273, 4.981], [1.290, -1.147, 4.779], [-0.262, -0.072, 3.976], [-1.992, -0.724, 2.316], [-1.871, 0.920, 2.326]]}

Relative energy (zero: lowest compared OMol25 entry of this formula, charge and spin) (computed, kcal per mole): 37.8; 131.0; 10.2; 4.5; 132.7; 61.9; 53.3; 0.0